(1)
A cluster of 7 separate species, C49H107N5O9 in total in a non-equilibrium geometry. Source: the OMol25 dataset; level of theory: the ωB97M-V functional and the def2-TZVPD basis.

Its net charge is 0. As for the energy relative to the best compared isomer or geometry (same formula, charge and spin): 60.0 kcal per mole. The spin multiplicity is 1.

```
170
Properties=species:S:1:pos:R:3:forces:R:3
C 11.602729 12.844305 24.273884 0.112 -1.242 0.107
C 11.233253 12.765485 22.744823 0.473 1.294 0.227
C 10.355932 11.522710 22.429931 0.686 0.379 0.317
C 10.390588 14.048089 22.378103 -0.297 -1.366 0.788
C 11.146605 15.340572 22.201769 1.083 -0.674 -0.890
C 12.311769 15.105581 21.198076 -0.566 -0.008 -0.607
C 13.263049 13.968074 21.527342 0.881 -0.561 1.288
C 14.166731 13.600144 20.328715 0.760 1.438 -0.028
C 14.255211 14.400567 22.662854 -1.244 -0.777 0.265
N 12.444017 12.759143 21.852547 -0.637 -0.315 -0.511
O 13.300933 11.648392 22.194031 -0.576 0.948 0.135
H 11.235627 11.981420 24.829532 -0.454 -0.331 -0.266
H 12.666743 12.710320 24.468901 0.158 0.569 -0.312
H 11.188799 13.668562 24.854722 0.215 0.440 -0.495
H 9.488385 11.554669 23.089060 -0.057 -0.108 -0.012
H 10.014033 11.493035 21.395366 0.010 0.303 -0.110
H 10.902696 10.594293 22.594860 0.041 0.073 0.260
H 9.752347 13.744311 21.548372 0.324 0.493 -0.642
H 9.652847 14.179727 23.169630 0.009 -0.105 0.320
H 10.432814 16.102246 21.887993 0.262 0.154 -0.291
H 11.605932 15.701877 23.121858 -0.198 -0.165 0.304
H 12.884112 16.019706 21.040257 0.101 0.012 0.006
H 11.966700 14.774341 20.218633 -0.757 0.509 -0.249
H 15.059334 13.060976 20.645959 -0.478 -0.811 -0.033
H 14.666926 14.508830 19.993774 -0.138 0.658 0.137
H 13.744215 13.285293 19.374539 -0.517 -0.731 0.394
H 14.761234 13.509410 23.034192 0.486 0.117 -0.300
H 13.687638 14.730153 23.533103 -0.068 0.375 -0.026
H 14.921170 15.198928 22.335441 0.078 -0.213 -0.009
H 13.317970 11.158849 21.368397 0.238 -0.457 -0.073
C 14.815806 15.228208 12.938770 -0.566 0.773 0.150
C 13.720462 14.909786 13.998807 0.469 -0.578 0.603
C 12.614266 14.107469 13.274123 -0.184 0.175 0.515
C 14.396581 13.979793 15.068399 -0.014 -0.050 0.593
C 13.577494 13.694743 16.328106 -1.088 1.283 -1.222
C 13.250109 15.052178 16.957236 0.515 -0.154 0.116
C 12.640566 16.158369 16.043958 -0.623 -1.191 0.222
C 11.124268 15.854245 15.925842 0.244 0.638 -0.819
C 12.884203 17.485654 16.807674 0.054 0.007 -0.962
N 13.299699 16.156267 14.700216 1.013 -0.561 1.607
O 12.727715 17.146767 13.881119 0.064 -0.277 -0.293
H 15.676762 15.807800 13.271807 -0.099 -0.039 0.700
H 15.231719 14.326083 12.490114 -0.374 -0.065 -0.109
H 14.348047 15.877509 12.198687 0.009 -0.305 -0.448
H 13.113674 13.338165 12.685160 -0.249 0.032 -0.240
H 11.936583 13.605526 13.964695 0.194 -0.162 0.240
H 11.939003 14.719745 12.676431 0.407 0.183 -0.337
H 14.688826 13.009079 14.667876 0.009 0.132 -0.664
H 15.308521 14.455646 15.428970 0.246 0.192 -0.264
H 12.616999 13.277396 16.025838 -0.128 -0.385 0.007
H 14.040087 12.965406 16.993065 0.200 0.265 0.117
H 14.161496 15.503544 17.349354 0.229 -0.236 0.278
H 12.561484 14.860997 17.780253 -0.005 0.376 0.176
H 10.683932 15.624622 16.896139 -0.004 -0.215 -0.179
H 10.988188 15.088010 15.162657 -0.094 -0.563 0.538
H 10.563113 16.671060 15.471939 0.119 0.443 0.251
H 12.446099 17.521901 17.805099 -0.260 -0.374 -0.083
H 12.469669 18.310991 16.228803 -0.016 0.108 0.059
H 13.952349 17.656760 16.941357 0.100 -0.024 -0.150
H 13.466592 17.759103 13.854513 -0.189 0.424 -0.337
C 10.808593 6.828214 12.069381 0.913 0.209 -0.526
C 11.905561 7.839396 12.639928 -0.681 -0.746 0.152
C 11.191178 9.161187 13.022818 0.790 0.076 -1.356
C 12.426938 7.177980 13.944528 1.305 0.081 0.033
C 13.828258 7.686045 14.486222 -0.384 -0.932 -1.229
C 14.831561 7.797015 13.297831 -0.659 0.039 0.471
C 14.312551 8.562653 12.079141 1.701 0.009 -0.283
C 14.217767 10.066316 12.371623 -0.029 0.601 -0.232
C 15.484485 8.404244 11.005227 -2.070 -1.125 0.118
N 13.058353 7.927107 11.650968 -0.101 -1.102 1.679
O 12.667657 8.169342 10.317119 -0.246 0.718 0.346
H 11.203433 5.964023 11.535162 0.918 -0.140 0.236
H 10.230195 6.353103 12.861733 -0.248 0.567 0.133
H 10.183431 7.224616 11.269292 -0.368 0.656 0.502
H 10.293824 8.983054 13.615375 0.203 0.057 0.038
H 11.875098 9.870591 13.488771 -0.169 -0.295 0.522
H 10.944014 9.655110 12.083118 -0.478 0.037 -0.114
H 11.711004 7.173178 14.766435 -0.371 0.780 -0.119
H 12.506591 6.102863 13.783715 0.476 -0.154 -0.459
H 13.786153 8.560192 15.135980 -0.229 0.138 -0.282
H 14.139431 6.834018 15.090651 0.354 0.260 0.328
H 15.098368 6.780319 13.009294 -0.126 -0.092 -0.236
H 15.781283 8.289976 13.505439 -0.027 0.042 0.722
H 14.065902 10.383553 13.403318 -1.016 -0.469 0.138
H 13.467893 10.409846 11.659037 -0.168 0.636 0.412
H 15.117687 10.657911 12.203530 0.438 -0.469 -0.714
H 15.167805 8.904738 10.090170 0.551 0.330 0.067
H 15.529251 7.344175 10.755547 -0.045 -0.194 -0.131
H 16.477096 8.633265 11.393016 -0.324 0.637 0.015
H 12.417730 7.284616 10.040735 0.093 -0.062 -0.324
C 16.434682 8.070594 19.631140 -0.603 -2.067 -0.305
C 15.129801 8.842847 19.295368 0.832 0.713 -0.666
C 15.592994 10.299068 19.118304 -0.673 0.819 -0.116
C 14.459456 8.441994 17.909815 1.228 -0.134 0.450
C 13.629801 7.199397 17.936205 -1.524 1.416 0.822
C 12.541606 7.455719 19.002218 1.208 -1.295 0.878
C 13.103201 7.687509 20.468618 1.149 -1.084 -1.559
C 11.873927 8.121062 21.271426 1.775 0.729 0.508
C 13.717936 6.321466 21.000570 -1.673 0.897 -0.415
N 14.165524 8.778300 20.376696 -3.514 0.006 -1.704
O 14.718853 9.162893 21.577631 0.434 -0.321 0.492
H 17.167957 8.477852 20.327246 -0.033 0.722 -0.378
H 16.185412 7.116482 20.095514 -0.266 -0.255 0.164
H 16.907367 7.718024 18.714428 0.383 0.552 -0.050
H 14.716124 10.902682 18.884100 -0.077 0.097 -0.317
H 16.014326 10.818060 19.979255 0.121 -0.592 0.375
H 16.325182 10.410117 18.318513 -0.072 -0.222 -0.171
H 13.874832 9.270726 17.510416 0.088 0.167 0.199
H 15.216172 8.153451 17.180287 0.631 0.924 0.011
H 13.018510 7.201312 17.033757 0.562 -0.598 -0.443
H 14.341841 6.377529 18.011288 -0.755 -0.577 0.291
H 11.881952 6.588007 19.007893 -0.143 -0.181 0.457
H 11.900160 8.268086 18.660595 0.321 0.322 0.074
H 11.120653 7.333252 21.265965 -0.166 0.387 -0.182
H 11.628291 9.100019 20.859828 -0.833 -0.206 -0.191
H 12.161811 8.365806 22.293835 -0.051 -0.317 0.273
H 12.876079 5.644842 21.147350 -0.245 0.029 0.460
H 14.180789 6.518887 21.967467 0.401 -0.342 -0.215
H 14.274923 5.755907 20.253573 0.715 0.546 0.185
H 15.587817 8.769817 21.468078 0.652 -0.081 1.087
C 4.167566 14.777474 16.013624 1.090 -1.388 -0.304
C 5.323058 13.776970 16.412762 -0.016 1.716 0.075
C 4.817838 12.333369 16.384971 -0.049 0.183 0.823
C 6.494296 13.919930 15.400400 1.360 -0.787 -0.695
C 7.921259 13.431984 15.906686 -1.913 -0.492 0.784
C 8.290093 13.996902 17.295055 -1.010 0.521 -1.553
C 7.129455 13.782974 18.307644 0.411 0.007 1.152
C 7.229345 12.333388 18.924298 -0.633 0.560 -0.799
C 7.464082 14.738327 19.454685 0.653 0.697 0.514
N 5.829429 14.275487 17.719177 1.793 -0.403 -0.647
O 4.844131 14.386351 18.715412 -0.261 -0.637 0.051
H 3.727229 14.338476 15.118361 -0.187 0.291 -0.197
H 3.394100 14.831329 16.779736 0.223 0.139 -0.010
H 4.638042 15.730245 15.770768 -0.357 0.107 0.177
H 4.605958 11.950050 15.386844 0.121 0.219 -0.064
H 5.568403 11.707859 16.868172 -0.189 -0.261 -0.099
H 3.890422 12.289257 16.955987 0.013 -0.216 0.162
H 6.247241 13.214162 14.607325 -0.048 -0.188 -0.147
H 6.623499 14.819269 14.798242 -0.477 0.777 0.829
H 7.688248 12.371061 15.997503 0.716 -0.446 0.230
H 8.710542 13.515731 15.159621 -0.142 0.317 -0.032
H 8.398588 15.072517 17.155868 -0.170 0.292 0.050
H 9.290667 13.693607 17.603216 -0.325 -0.583 0.482
H 8.121518 12.232560 19.542325 0.203 0.169 -0.247
H 7.279113 11.622199 18.099779 0.035 -0.299 0.183
H 6.390787 12.086532 19.575439 -0.234 0.115 -0.185
H 6.878600 14.761039 20.373813 -0.483 -0.595 -0.214
H 7.502457 15.777817 19.128954 -0.094 0.093 -0.344
H 8.476823 14.513958 19.789520 0.164 -0.079 -0.042
H 4.919065 15.307402 18.975531 -0.151 0.130 0.053
O 9.377865 7.372961 16.969621 -0.311 0.615 -0.764
C 8.904406 7.386921 18.294300 1.650 -0.991 0.868
C 7.449848 7.390418 18.480665 -2.071 1.522 -0.525
O 7.086274 7.228268 19.838691 0.091 -0.909 -0.174
H 9.341383 6.461844 16.669404 0.069 0.090 -0.259
H 9.327615 6.465636 18.694579 -0.147 -0.020 0.918
H 9.318974 8.220386 18.861380 0.333 0.089 -0.251
H 6.941270 6.754937 17.755670 -0.054 -0.713 0.283
H 7.006204 8.360724 18.257551 0.386 0.352 -0.396
H 6.913379 6.290324 19.948129 -0.009 -0.091 0.454
O 11.003758 12.372742 18.737079 -0.391 -0.329 -0.634
C 11.335250 11.067085 18.221160 -0.037 1.332 -0.697
C 10.555307 10.892286 16.865738 0.116 -1.012 1.672
O 10.823860 9.629072 16.274012 0.793 0.612 -0.339
H 11.447395 12.516936 19.576120 0.264 -0.102 0.487
H 12.419817 11.033283 18.117839 0.138 -0.343 -0.327
H 11.034035 10.306420 18.941415 -0.161 -0.272 -0.105
H 10.733807 11.653068 16.105828 0.253 0.135 0.317
H 9.523162 10.951284 17.211146 -0.374 0.183 -0.419
H 10.305115 8.895433 16.612060 -0.362 -0.008 0.228
```
Forces are in eV/Å.

(2)
A cluster of 2 separate species, C9H20ClN in total in a non-equilibrium geometry. Source: the OMol25 dataset; level of theory: the ωB97M-V functional and the def2-TZVPD basis.

Its net charge is 0. As for the energy relative to the best compared isomer or geometry (same formula, charge and spin): 21.2 kcal per mole. The spin multiplicity is 1.

```
31
Properties=species:S:1:pos:R:3:forces:R:3
C -2.885652 1.436651 2.804772 -0.202 -0.018 0.367
C -1.496702 1.535284 2.195671 0.386 0.285 0.572
C -1.275325 0.655026 0.983935 -0.273 0.018 -0.617
C 0.152584 0.728889 0.436139 -0.818 1.668 0.511
N 0.533669 -0.371372 -0.480664 0.688 0.756 -0.568
C -0.053066 -0.110677 -1.877761 0.274 -0.864 -0.060
C 1.067478 -0.485522 -2.835699 -0.105 -0.012 -0.095
C 2.353477 -0.063171 -2.120159 -0.710 -0.378 0.044
C 2.043651 -0.374403 -0.666885 1.195 -0.593 0.481
C 0.118289 -1.744635 -0.036966 -0.197 0.285 -0.252
H -3.052108 0.442071 3.224686 -0.071 -0.048 -0.200
H -3.705365 1.676710 2.126025 0.138 -0.087 -0.193
H -2.981610 2.122976 3.648173 0.091 0.051 -0.046
H -0.783546 1.230720 2.970919 0.010 -0.019 -0.053
H -1.252645 2.585391 2.001455 -0.048 -0.065 -0.268
H -1.914275 0.996489 0.159186 -0.238 -0.135 0.176
H -1.610842 -0.352561 1.225389 0.266 -0.101 0.065
H 0.894895 1.011842 1.185455 0.095 -1.292 0.345
H 0.175438 1.672566 -0.123869 0.087 -0.314 -0.443
H -0.874288 -0.816264 -1.935195 -0.341 0.374 -0.337
H -0.381582 0.913826 -2.019474 0.008 0.078 0.423
H 1.018185 -1.564330 -2.991860 0.329 -0.011 0.025
H 0.990603 -0.022347 -3.817711 -0.259 0.087 0.057
H 3.152787 -0.692641 -2.500562 0.374 0.350 0.172
H 2.552004 1.000113 -2.243291 0.142 -0.035 -0.259
H 2.441710 -1.353290 -0.381761 -0.460 -0.233 -0.107
H 2.530445 0.272089 0.059914 -0.329 0.424 -0.156
H 0.385074 -1.877946 1.005315 0.108 -0.273 -0.032
H 0.662694 -2.448413 -0.658770 0.073 -0.242 0.307
H -0.944034 -1.839199 -0.233850 -0.122 -0.092 0.349
Cl 2.138057 -4.163873 0.897435 -0.091 0.436 -0.206
```
Forces are in eV/Å.

(3)
A cluster of 2 separate species, C4H6O2 in total in a non-equilibrium geometry. Source: the OMol25 dataset; level of theory: the ωB97M-V functional and the def2-TZVPD basis.

Its net charge is 0. As for the energy relative to the best compared isomer or geometry (same formula, charge and spin): 93.6 kcal per mole. The spin multiplicity is 1.

```
12
Properties=species:S:1:pos:R:3:forces:R:3
O -0.388921 2.554491 1.472383 0.481 -0.468 -0.416
C -0.047914 1.479284 1.336158 -1.828 1.578 2.189
C -0.455200 0.056270 -0.707800 0.364 -1.282 -3.026
C 1.027337 0.014782 -0.402393 1.487 2.425 3.091
O 0.839172 -1.254617 0.217899 0.345 -0.380 0.287
C -0.602493 -1.149899 0.202470 -0.223 -0.241 0.032
H 1.242249 0.861133 0.518584 0.931 -2.412 -3.062
H -1.172549 0.830445 -0.976342 0.339 0.295 0.705
H -0.181422 -0.426534 -1.677596 -1.648 0.047 -0.115
H 1.792157 -0.006963 -1.205051 -0.525 0.185 0.423
H -1.011176 -1.038544 1.210645 0.115 0.265 -0.165
H -1.086463 -2.016770 -0.261058 0.163 -0.012 0.057
```
Forces are in eV/Å.

Sequential energy output: -2881.75945 -869.80755 -306.35713 Eh